1.
DFT (the ωB97M-V functional and the def2-TZVPD basis) results for a cluster of 2 separate species, C4H9FOS in total in a non-equilibrium geometry.

Output
LUMO energy	0.7	eV
structure (SMILES)	C=CF.CCSO
largest force on an atom	3.85	eV/Å
charge	0
relative energy (zero: lowest compared OMol25 entry of this formula, charge and spin)	215.8	kJ/mol
gap between HOMO and LUMO	8.985	eV

Geometry as XYZ:
```
16
Properties=species:S:1:pos:R:3:forces:R:3
C 1.926507 0.189894 -0.985760 3.83 -0.20 0.43
H 1.998881 1.347529 -0.877615 0.53 -2.37 -0.57
H 0.752610 -1.080552 0.538177 -0.07 -1.43 -0.98
O 0.273857 2.053380 -0.258588 -1.00 -0.28 0.03
H 1.225132 -0.005224 -1.768486 -0.27 -0.33 -0.51
H 2.309013 -0.483196 1.154654 -0.51 -0.02 -1.34
C 1.515506 -0.361155 0.357443 -0.37 2.33 2.27
S 0.536351 1.066231 1.083707 0.08 0.99 0.03
C -2.066615 -0.545997 1.161926 -1.26 -1.08 0.38
H -1.820591 -1.428148 1.803362 0.23 1.21 -0.34
F -2.714454 0.072405 -1.047807 1.20 -1.34 1.32
H -0.454408 1.726479 -0.844101 0.58 0.12 0.96
H -1.791615 -1.716763 -0.618539 0.32 -0.92 -0.54
H -2.566127 0.345773 1.610078 0.79 -0.86 -0.56
H 3.000736 -0.325515 -1.188762 -2.51 1.42 -0.16
C -2.124776 -0.855142 -0.119692 -1.57 2.75 -0.40
```
Positions in Å, forces in eV/Å.

Atom charges from the natural (NBO) analysis, given in e for atoms 1 to 4: -0.65, 0.26, 0.22, -0.86


2.
DFT (the ωB97M-V functional and the def2-TZVPD basis) results for a cluster of 2 separate species, CH2F2N2OP in total in a non-equilibrium geometry.

Output
LUMO energy (spin up / spin down)	-7.6 / -6.7	eV
largest force on an atom	3.33	eV/Å
charge	+1
relative energy (zero: lowest compared OMol25 entry of this formula, charge and spin)	773.2	kJ/mol
gap between HOMO and LUMO (spin up / spin down)	7.881 / 7.883	eV

Geometry as XYZ:
```
9
Properties=species:S:1:pos:R:3:forces:R:3
F 1.317651 -1.131815 2.335983 -0.98 -0.36 0.14
H -3.186707 0.391423 -3.039203 -0.31 0.87 0.21
F 2.350642 -0.091507 0.863172 0.70 1.28 0.03
N 0.396625 -0.208892 -0.593553 -1.31 0.44 2.15
N -1.297660 0.631697 -1.484432 1.27 1.35 1.86
P -2.004613 -0.180075 -2.526713 -0.11 -2.46 -1.53
H 0.983181 0.774913 2.205331 0.45 1.40 0.35
O 0.144359 -0.137167 0.620930 -0.93 -1.04 -3.02
C 1.296522 -0.048577 1.618484 1.21 -1.48 -0.18
```
Positions in Å, forces in eV/Å.

Atom charges from the natural (NBO) analysis, given in e for atoms 1 to 4: -0.25, 0.04, -0.26, 0.45


3.
DFT (the ωB97M-V functional and the def2-TZVPD basis) results for a cluster of 2 separate species, C6H15NO2 in total in a non-equilibrium geometry.

Output
LUMO energy	0.7	eV
structure (SMILES)	CC(=O)NO.CC(C)C
largest force on an atom	4.24	eV/Å
charge	0
relative energy (zero: lowest compared OMol25 entry of this formula, charge and spin)	360.6	kJ/mol
gap between HOMO and LUMO	9.739	eV

Geometry as XYZ:
```
24
Properties=species:S:1:pos:R:3:forces:R:3
H 1.827156 0.999073 -1.582494 0.00 0.01 -0.03
C 1.469891 -1.493783 -0.404138 0.06 0.18 -0.07
H 2.487677 -1.781415 -0.131813 0.04 -0.10 0.00
H 1.391308 -1.504847 -1.490924 0.04 -0.03 -0.08
H 1.664176 1.971126 -0.108797 0.00 0.07 0.01
O -1.993713 -1.925462 0.550822 -0.26 0.36 -0.53
O -1.625199 0.587387 1.252129 0.44 -0.38 -1.82
H -2.962608 1.718054 -0.931258 -0.02 -0.14 0.16
N -2.036547 -0.906558 -0.419851 1.32 0.49 0.77
C 1.084230 -0.036282 1.628104 -1.90 0.86 1.02
C 1.961548 0.999554 -0.500796 0.13 -0.16 0.13
C -1.610306 0.354613 0.011538 -3.91 -0.33 1.60
C -1.908074 1.451594 -0.989548 0.71 -0.05 -0.05
H -1.681601 1.132361 -2.003774 0.09 0.08 -0.12
C 1.167706 -0.115691 0.152736 -2.66 0.29 -1.65
H -1.952160 -1.428384 1.394106 -0.16 0.17 -0.26
H 0.834248 -0.983396 2.104591 0.31 -0.28 -0.12
H 0.772423 -2.227868 -0.004966 0.02 -0.06 0.04
H 1.973832 0.381685 2.094767 -0.08 0.19 0.10
H -1.330572 2.335732 -0.728262 0.07 -0.03 -0.10
H -0.025321 0.114709 -0.193853 3.27 -0.62 0.33
H 0.098183 0.561896 1.817735 2.23 -0.48 0.31
H -2.631875 -1.067647 -1.221526 0.18 -0.10 0.37
H 3.025600 0.863548 -0.294527 0.08 0.05 -0.01
```
Positions in Å, forces in eV/Å.

Atom charges from the natural (NBO) analysis, given in e for atoms 1 to 4: 0.21, -0.62, 0.21, 0.20